(1)
# C4H9N2OS

C4H9N2OS as an isolated structure in a non-equilibrium geometry (wB97M-V/def2-TZVPD, OMol25).

Summary:
highest occupied orbital energy	-2.6	eV
LUMO level	2.57	eV
charge	-1
Kohn-Sham gap	5.21	eV

Cartesian coordinates (Å):
S1 0.7388 -1.3269 2.4757
O1 -0.7783 1.2976 -2.7806
N1 1.4497 1.6499 -2.1107
N2 -1.7064 -0.2525 1.1636
C1 1.0207 -0.8211 -0.3380
C2 0.3756 1.2372 -2.5756
C3 -1.2155 0.2881 -0.0435
C4 0.3259 0.3338 0.1076
H1 -1.4487 -0.3290 -0.9264
H2 -1.6654 1.2316 -0.3839
H3 -2.0705 -1.1933 1.1249
H4 -0.8669 -0.3076 1.7377
H5 1.2784 0.4563 -2.1768
H6 1.9401 -0.7513 -0.9078
H7 0.3994 -1.6847 -0.5376
H8 0.6421 1.2478 0.5983
H9 0.7432 -0.6807 0.9607

And the Mulliken charges, in e, turn out to be: -0.90 -0.44 -0.48 -0.62 -0.85 0.67 -0.38 -0.41 0.22 0.30 0.30 0.19 0.21 0.56 0.27 0.28 0.08

(2)
# C4H9N2OS

An isolated ion of composition C4H9N2OS and charge -1 in a non-equilibrium geometry (wB97M-V/def2-TZVPD, OMol25).

Summary:
highest occupied orbital energy	-2.7	eV
LUMO level	3.51	eV
charge	-1
Kohn-Sham gap	6.19	eV
SMILES	NCC(=O)NCC[S-]

Cartesian coordinates (Å):
S1 -1.2145 2.1837 -2.8594
O1 -0.0892 -1.0792 2.3032
N1 -0.6139 0.6045 0.9011
N2 1.9775 -1.9890 0.7029
C1 0.9807 -1.1030 0.1557
C2 -1.4179 1.0037 -1.4771
C3 -0.4793 1.4184 -0.3410
C4 0.0531 -0.5102 1.2184
H1 2.5933 -1.5288 1.3636
H2 0.3399 -1.6772 -0.5017
H3 -1.1702 0.0197 -1.8581
H4 -0.7335 2.4522 -0.0809
H5 1.5462 -2.7807 1.1393
H6 0.5551 1.3514 -0.6550
H7 -1.3553 0.8834 1.5203
H8 -2.4404 1.0585 -1.1273
H9 1.4685 -0.3075 -0.4042

And the Mulliken charges, in e, turn out to be: -0.69 -0.73 -0.04 -0.60 -0.49 -0.50 -0.72 0.53 0.24 0.24 0.16 0.33 0.26 0.24 0.26 0.23 0.29